38
Properties=species:S:1:pos:R:3:forces:R:3:nbo_charge:R:1 method="wB97M-V/def2-TZVPD" relative_energy_kcal_mol=110.88 fmax_ev_per_a=5.2 gap_ha=0.309 total_charge=0 smiles=Cc1c[nH]c2ccccc12.CCc1ccc(O)cc1
C -1.65208 2.03782 1.56698 -1.9946 4.1224 2.4609 -0.09
C 0.54492 3.12557 0.86877 -3.6171 -2.6503 1.3136 -0.19
H 2.03519 -0.47012 -2.82415 -0.4090 -1.2211 0.9072 0.23
H -1.96192 0.34597 -0.83061 0.8293 -0.8059 -0.1134 0.24
H -2.47020 3.87802 0.86617 0.3572 0.7844 -0.3862 0.20
C 1.85953 -1.52358 -2.44480 1.0951 -2.8114 -2.1157 -0.42
H 3.18891 0.86884 0.20575 -2.3469 1.3993 1.0915 0.21
C 2.15096 1.24295 0.67157 2.1340 -1.0522 -2.0045 -0.22
N -0.92887 0.05706 2.22755 -2.3284 0.8260 -0.6435 -0.54
C -0.27144 2.09942 1.42126 -0.0066 -1.3754 -0.7409 -0.11
C -1.01990 -2.93410 -0.30540 -0.6332 1.6985 -0.8349 -0.27
H 0.71066 -3.84127 -1.27720 -0.3265 -0.2571 0.1154 0.21
H -3.10373 0.56389 2.22854 0.2181 0.0021 0.5462 0.22
H 1.66252 -0.84288 1.10978 -0.5271 1.8210 0.5812 0.23
C -2.09199 0.93535 2.14577 1.7923 -3.0728 -0.6253 -0.04
H 0.14103 0.32176 -2.11908 0.2104 -1.1486 1.3955 0.21
C 3.17288 -2.10297 -1.82964 1.2036 0.9712 -0.3865 -0.62
H 3.60865 -1.20293 -1.27812 -0.0468 -1.5816 -0.4212 0.21
H 3.22790 -3.04547 -1.19287 -0.9029 1.3790 -0.6255 0.22
H 0.06430 4.07702 0.69621 0.7469 0.2926 -0.1740 0.23
H -3.67906 -2.07758 -0.36109 2.3603 1.3297 2.6064 0.49
H 3.80694 -2.35643 -2.71041 0.0701 0.4323 0.7763 0.21
H 2.31305 3.26422 0.06894 1.7416 0.7756 -1.2234 0.20
H -1.16593 -0.85554 1.89172 0.4349 -0.7490 0.1548 0.40
C 0.68460 -1.74827 -1.59847 -3.1867 1.6002 0.0588 -0.04
C 1.36831 0.26272 1.19282 -1.0089 -1.0604 0.3078 -0.22
C 1.65478 2.55378 0.44499 3.6878 0.5276 -0.1508 -0.24
O -2.96976 -1.68646 0.33195 -3.1721 -1.2884 -2.1092 -0.72
C -1.75900 -1.70457 -0.32026 0.4409 -2.3431 1.0954 0.26
H -1.33344 -3.77189 0.32928 -0.0936 0.2791 -0.6755 0.23
C -2.45378 3.28500 1.76170 -3.2765 -2.1967 -2.9985 -0.61
C 0.08844 -2.95992 -1.14736 2.4004 0.9087 0.7706 -0.20
H -2.19706 3.84213 2.59693 0.3495 0.9667 1.6290 0.21
C 0.08463 0.74681 1.59935 2.3175 -0.3336 0.4402 0.15
H -3.54546 2.89100 1.75467 1.4457 1.0663 0.6907 0.20
C -1.28991 -0.54758 -0.87564 -3.2947 0.6887 1.0909 -0.28
H 1.63330 -2.14564 -3.40121 0.5309 0.9960 1.1971 0.21
C -0.10799 -0.58214 -1.46440 2.8051 1.0800 -3.0003 -0.17